# 1
A structure of composition C27H88O17 in a non-equilibrium geometry. Source: the OMol25 dataset; level of theory: ωB97M-V/def2-TZVPD.

Structure (XYZ):
```
132
Properties=species:S:1:pos:R:3:forces:R:3:mulliken_charge:R:1
O 7.040 15.608 -12.797 0.6 -7.5 2.4 -0.83
H 7.244 16.243 -13.483 1.2 -0.6 -0.3 0.58
H 7.135 16.098 -11.980 0.4 -1.1 -0.4 -0.35
O 7.877 17.393 -11.827 6.1 -7.8 9.8 -0.44
H 8.324 18.043 -12.368 4.1 1.1 -1.2 1.41
H 8.541 17.103 -11.201 0.7 -0.6 -0.6 0.96
O 7.631 17.147 -14.065 6.6 -0.9 -5.5 -0.65
H 7.052 17.434 -14.771 0.6 0.8 -1.1 -0.04
H 8.429 17.662 -14.184 0.1 -0.5 -0.1 0.48
O 4.998 16.269 -12.517 -7.6 -1.3 1.9 -0.44
H 5.112 17.219 -12.561 0.5 -1.5 0.3 -1.70
H 5.884 15.917 -12.599 1.2 -1.9 -0.3 0.80
O 8.722 18.788 -13.162 8.2 -3.8 -9.3 -0.63
H 9.632 19.021 -13.347 0.4 -0.2 0.1 0.40
H 8.360 19.560 -12.728 -0.1 0.0 -1.1 0.86
O 1.714 21.122 -11.725 -1.2 -1.6 -4.8 -0.05
H 2.041 20.234 -11.869 0.2 -0.3 -0.3 -0.72
H 1.127 21.284 -12.463 -0.3 -0.1 -0.6 0.46
O 1.707 19.015 -11.939 -0.5 -0.4 -7.6 -0.84
H 2.138 18.212 -12.232 0.8 -0.9 -0.3 0.04
H 0.773 18.846 -12.066 -0.7 0.2 -1.1 0.42
O 2.388 17.041 -12.224 -0.3 -5.0 0.2 -0.45
H 3.145 16.521 -11.956 1.4 -0.7 -0.1 0.14
H 1.743 16.396 -12.511 -0.3 -0.2 -0.2 0.32
C 3.891 17.074 -14.446 0.9 -0.6 -1.9 -1.21
C 5.354 16.938 -15.091 -3.2 -0.3 -0.8 1.12
C 5.364 16.519 -16.604 -0.5 0.2 1.8 -1.76
O 6.021 18.159 -14.909 -3.5 2.8 -6.7 -0.80
H 4.049 17.376 -13.410 -1.0 -1.7 -3.5 1.36
H 3.381 16.115 -14.534 0.2 -0.2 0.4 0.75
H 3.192 17.790 -14.878 0.3 0.2 -0.7 0.28
H 5.888 16.221 -14.468 -0.9 -0.4 -0.7 0.61
H 4.841 17.306 -17.148 0.3 -0.1 -0.4 0.34
H 4.791 15.595 -16.686 -0.1 0.0 0.0 0.37
H 6.364 16.276 -16.962 0.0 0.5 -0.1 0.44
H 6.040 18.350 -13.968 0.2 -0.1 1.2 0.64
C 5.872 22.305 -12.295 0.9 -1.8 -3.8 1.05
C 6.914 21.894 -13.383 -0.7 3.0 -0.9 0.95
C 6.940 22.711 -14.693 -0.5 0.1 0.6 -1.90
O 8.130 22.114 -12.640 1.3 7.2 -4.0 -0.50
H 6.012 21.648 -11.437 0.8 0.3 -1.1 2.05
H 4.875 22.138 -12.702 0.7 -0.1 0.2 -2.44
H 5.875 23.366 -12.045 0.8 0.0 -0.2 1.00
H 6.980 20.846 -13.673 -0.6 0.2 0.1 -0.51
H 6.274 22.241 -15.417 0.3 0.0 -0.2 0.12
H 7.957 22.820 -15.069 0.0 -0.4 -0.1 0.55
H 6.566 23.727 -14.568 -0.1 0.1 0.3 0.35
H 8.104 22.965 -12.197 0.0 0.0 0.2 0.62
C 6.779 15.210 -8.263 -1.8 -0.2 0.8 -1.46
C 5.871 15.125 -9.473 0.7 0.4 -1.4 -0.32
C 5.218 16.427 -9.930 1.7 -2.9 2.8 -0.05
O 6.788 14.644 -10.504 -1.6 -0.8 0.4 -0.54
H 7.788 15.512 -8.540 -0.1 0.3 0.3 0.27
H 6.785 14.217 -7.812 0.5 0.0 0.0 0.43
H 6.269 15.851 -7.544 0.6 0.4 0.3 0.35
H 5.008 14.484 -9.292 0.6 -1.1 -0.2 0.58
H 5.954 17.226 -10.019 1.3 -3.1 1.8 -0.44
H 4.450 16.725 -9.216 0.2 0.2 0.5 0.67
H 4.794 16.525 -10.930 0.1 -2.0 0.5 -0.68
H 7.615 15.117 -10.387 0.0 -0.2 0.1 0.33
C 4.325 19.220 -12.740 2.1 -0.7 2.0 -1.05
C 5.663 19.053 -12.017 -0.5 0.4 0.2 3.57
C 5.515 18.739 -10.556 -0.9 3.6 -1.9 -0.55
O 6.286 17.991 -12.715 -5.3 6.8 -0.4 -0.72
H 3.788 18.272 -12.701 -0.1 2.1 1.2 -0.47
H 4.569 19.305 -13.799 -0.1 0.1 0.6 0.44
H 3.761 20.071 -12.358 0.9 -1.0 0.9 -0.33
H 6.317 19.913 -12.161 -1.3 -0.3 -0.1 -0.26
H 4.919 19.569 -10.176 0.7 -0.6 -0.8 0.52
H 6.444 18.796 -9.988 -0.9 -0.9 -0.8 -0.40
H 5.025 17.774 -10.430 -1.2 4.4 -1.2 -0.23
H 7.200 17.937 -12.428 -3.9 1.4 -1.6 -1.79
C 4.019 22.222 -10.662 -1.6 1.2 -1.5 -0.56
C 3.019 23.345 -11.073 1.1 0.0 1.9 -0.49
C 3.244 23.756 -12.481 -0.1 0.9 -1.7 -2.02
O 1.716 22.969 -10.827 -0.5 5.7 2.6 -0.82
H 3.785 21.389 -11.325 0.5 0.0 0.5 0.57
H 3.961 21.976 -9.602 -1.5 0.8 -4.2 -0.93
H 5.054 22.487 -10.877 -2.3 0.9 1.7 0.86
H 3.239 24.146 -10.366 0.1 0.6 -0.1 0.68
H 2.515 24.453 -12.893 -0.6 -0.1 0.4 0.43
H 3.231 22.875 -13.122 -0.1 0.7 0.4 0.47
H 4.165 24.286 -12.725 0.4 -0.1 0.4 0.41
H 1.620 22.143 -11.306 -0.2 1.4 1.3 0.73
C 8.550 18.946 -10.002 0.1 -0.2 1.1 -1.26
C 7.932 20.214 -10.602 1.4 0.0 -0.5 2.16
C 8.564 21.464 -10.146 3.5 0.9 0.2 -2.51
O 8.093 20.182 -12.029 -3.2 2.2 10.8 -0.69
H 8.043 18.109 -10.483 0.5 1.6 1.7 -0.03
H 8.334 18.771 -8.948 0.7 0.4 -0.1 0.28
H 9.633 18.835 -10.041 0.1 0.4 -0.6 0.42
H 6.861 20.337 -10.439 1.4 -0.8 -0.2 -1.32
H 7.941 22.349 -10.278 1.3 -0.5 -1.0 0.44
H 9.562 21.604 -10.560 0.2 -0.3 -0.6 0.43
H 8.762 21.438 -9.074 0.3 -0.3 -0.4 0.53
H 8.032 21.088 -12.341 1.0 -0.2 1.7 0.46
C 6.331 19.979 -8.233 0.0 1.2 0.7 -1.08
C 5.960 21.280 -8.988 -1.8 1.4 2.6 1.49
C 4.762 22.039 -8.366 0.4 -1.8 4.5 -1.48
O 6.992 22.245 -8.948 -2.6 1.0 1.8 -0.50
H 5.486 19.293 -8.198 0.6 0.1 0.5 0.09
H 6.613 20.312 -7.234 -0.1 -0.2 0.3 0.56
H 7.194 19.475 -8.669 -1.2 0.8 0.9 0.30
H 5.624 21.084 -10.006 0.6 0.3 0.7 -1.74
H 4.701 23.122 -8.481 0.1 -0.3 -0.6 0.32
H 4.738 21.907 -7.285 0.8 0.0 0.7 0.65
H 3.848 21.489 -8.589 0.1 0.3 1.8 0.76
H 7.087 22.623 -8.071 -0.5 -0.1 0.4 0.45
C 1.256 20.654 -8.124 1.2 0.8 -0.6 -1.97
C 2.073 20.130 -9.378 -2.5 -1.3 1.5 0.77
C 3.266 19.243 -9.078 -0.8 -0.4 0.1 0.26
O 1.061 19.330 -10.009 -2.0 0.7 5.7 -0.86
H 1.859 21.193 -7.393 0.4 0.0 0.1 0.24
H 0.746 19.865 -7.571 0.1 -0.3 -0.4 0.41
H 0.526 21.396 -8.448 -0.1 -0.2 -0.2 0.42
H 2.366 20.885 -10.107 -0.1 0.0 1.7 -0.23
H 3.130 18.476 -8.316 -0.4 0.2 0.4 0.55
H 4.180 19.790 -8.845 -1.3 -0.2 0.2 0.29
H 3.477 18.664 -9.978 -0.6 0.2 0.3 -0.49
H 1.286 19.117 -10.917 0.3 0.2 4.0 0.61
C 3.442 21.142 -16.959 0.4 -1.0 -0.4 -1.82
C 3.080 20.354 -15.735 1.5 0.9 1.9 0.54
C 3.474 21.043 -14.378 -0.8 0.4 -1.9 0.50
O 1.722 20.187 -15.694 -2.8 -0.5 -0.1 -0.71
H 4.504 21.384 -17.001 -0.1 0.6 0.4 0.25
H 2.752 21.981 -17.053 0.3 0.1 -0.1 0.38
H 3.352 20.450 -17.796 -0.5 0.2 -0.3 0.50
H 3.407 19.314 -15.742 1.5 0.5 -0.4 0.05
H 2.828 21.872 -14.089 -0.4 -0.3 -1.3 1.06
H 4.475 21.464 -14.481 0.2 -0.3 0.3 -0.95
H 3.424 20.339 -13.547 -1.0 1.9 -2.4 0.57
H 1.654 19.396 -15.155 -0.9 -0.1 0.0 0.51
```
Positions in Å, forces in eV/Å.

## Properties
Lowest unoccupied orbital energy (eV): 0.07
Gap between HOMO and LUMO (hartree): 0.3123

=====

# 2
A structure of composition C27H90BF6N2O23S2V in a non-equilibrium geometry. Source: the OMol25 dataset; level of theory: ωB97M-V/def2-TZVPD.

Structure (XYZ):
```
152
Properties=species:S:1:pos:R:3:forces:R:3:mulliken_charge:R:1
V 2.073 1.146 1.761 2.5 -2.6 0.8 1.98
B 0.831 3.871 2.084 -1.3 2.8 -0.3 -0.41
F -0.253 4.444 2.828 0.8 -0.8 -0.3 -0.45
F 1.286 2.735 2.734 -0.1 -2.0 1.2 0.35
F 0.462 3.564 0.794 -0.2 -0.1 0.0 -0.27
F 1.908 4.708 2.120 0.7 1.0 -0.2 -0.25
N 0.811 0.969 0.281 -5.0 -1.3 1.8 1.00
S 0.841 0.828 -1.229 6.1 -1.0 -8.4 -1.19
O 0.520 2.043 -1.907 -0.6 -0.6 0.1 -0.45
O 0.593 -0.482 -1.860 -0.6 2.6 1.8 0.16
F 2.467 0.861 -1.338 -0.6 0.1 0.4 0.00
S -0.936 0.615 0.221 -4.6 -2.7 4.7 -0.50
O -1.214 -0.815 0.322 1.2 1.8 -1.2 -0.12
O -1.796 1.441 -0.568 1.6 -0.3 0.0 -0.20
F -1.399 0.962 1.714 1.4 1.0 -0.3 -0.23
C 1.238 -2.876 1.051 1.4 0.4 -0.5 -1.37
C 2.740 -2.953 0.491 -0.8 -1.1 0.6 1.73
C 2.538 -3.782 -0.826 1.6 1.3 -0.5 -1.00
C 3.823 -3.825 -1.675 0.0 -1.7 0.8 -0.82
C 4.389 -2.487 -1.877 0.3 1.7 -0.4 -1.17
C 4.662 -1.655 -0.604 -0.4 1.4 -1.7 1.67
N 3.392 -1.604 0.153 -1.8 0.1 1.1 0.21
O 3.233 -0.631 1.177 0.3 -0.2 0.2 0.40
C 5.127 -0.243 -1.130 -0.4 -0.3 0.4 -1.77
C 5.838 -2.246 0.078 0.5 -1.0 1.7 -1.58
C 3.568 -3.904 1.525 -0.7 0.7 0.0 -1.84
H 0.931 -3.893 1.299 0.4 0.0 0.5 0.70
H 0.491 -2.619 0.300 0.4 0.7 -0.1 0.08
H 1.207 -2.201 1.907 -0.3 -0.2 0.0 -0.32
H 1.860 -3.229 -1.476 -0.6 -0.1 0.3 -0.16
H 2.187 -4.790 -0.603 -0.2 0.2 0.1 0.50
H 3.630 -4.307 -2.633 -0.1 0.0 -0.1 0.48
H 4.592 -4.438 -1.204 0.0 -0.3 0.2 0.30
H 3.722 -1.948 -2.550 -0.1 0.4 0.1 0.04
H 5.370 -2.499 -2.353 0.0 -0.3 -0.4 0.56
H 5.254 0.476 -0.321 -0.5 0.1 0.1 0.10
H 4.464 0.128 -1.912 0.0 0.1 0.3 0.26
H 6.128 -0.274 -1.561 0.0 -0.6 -0.1 0.54
H 6.741 -2.260 -0.531 -0.1 0.3 0.0 0.44
H 5.648 -3.280 0.368 0.1 0.0 0.0 0.43
H 5.998 -1.706 1.012 0.4 0.1 0.1 0.14
H 4.021 -4.751 1.009 0.4 0.3 -0.1 0.39
H 2.954 -4.382 2.288 -0.8 0.0 -0.3 0.45
H 4.262 -3.409 2.205 0.5 0.4 -0.7 0.36
C 2.420 5.091 -2.806 -0.6 0.9 0.8 -0.49
O 3.727 5.504 -2.898 2.0 0.4 0.7 -0.58
H 1.890 5.623 -3.596 -0.8 -0.9 -0.2 0.45
H 2.293 4.019 -2.658 -0.3 -0.2 -0.8 0.08
H 2.080 5.522 -1.864 -0.4 0.1 0.1 0.22
H 4.207 5.111 -3.630 -0.1 -0.1 -0.4 0.38
C -0.582 -2.686 -4.318 -0.6 -0.9 0.5 -0.54
O -1.599 -1.713 -4.611 1.2 -0.1 0.0 -0.40
H -0.977 -3.633 -4.688 0.5 -0.3 -0.2 0.36
H 0.378 -2.444 -4.774 0.0 0.0 0.0 0.43
H -0.432 -2.851 -3.251 -0.1 0.5 0.0 -0.10
H -1.272 -1.490 -5.486 -0.8 0.8 -0.3 0.26
C -1.755 6.678 0.544 2.3 -0.9 -0.8 -0.76
O -2.129 5.763 1.560 -1.4 1.1 0.0 -0.66
H -0.742 7.018 0.760 0.1 0.3 0.0 0.38
H -1.641 6.086 -0.364 -0.1 0.1 -0.3 0.22
H -2.321 7.563 0.252 -0.9 -0.2 1.0 0.35
H -1.404 5.536 2.146 0.3 0.0 -0.1 0.39
C 1.506 -0.861 4.218 0.3 -1.2 0.6 -0.96
O 1.016 0.158 3.341 1.7 -0.9 -0.6 1.60
H 1.527 -0.548 5.262 -0.7 0.4 0.0 0.27
H 0.880 -1.744 4.093 -0.2 0.1 0.3 0.17
H 2.518 -1.254 4.118 0.2 0.7 -1.2 0.23
H 0.188 0.372 3.777 -1.4 1.4 0.2 -0.29
C -2.252 -2.743 5.648 -1.0 -0.9 -0.2 -0.42
O -2.523 -1.374 5.808 0.0 0.5 0.1 -0.41
H -2.889 -3.145 4.860 0.5 -0.1 -0.6 0.03
H -1.195 -2.935 5.466 -0.1 0.1 0.0 0.24
H -2.621 -3.335 6.486 0.4 0.1 0.6 0.30
H -3.299 -1.194 5.273 0.1 0.0 0.1 0.26
C 5.606 3.068 -3.880 -0.1 -1.6 0.4 -0.13
O 5.368 4.252 -4.630 0.5 -0.7 0.6 -0.58
H 5.038 2.203 -4.220 -0.3 0.1 -0.6 0.21
H 6.629 2.693 -3.855 0.4 0.6 -0.3 0.42
H 5.302 3.084 -2.833 -0.1 1.1 -0.1 -0.24
H 5.527 4.025 -5.549 -0.2 0.1 -0.1 0.33
C 3.601 3.293 -0.044 0.0 2.7 -0.7 -0.66
O 3.620 2.392 1.034 -0.1 -1.0 -0.2 -0.25
H 3.844 4.262 0.392 -0.5 0.4 0.0 0.53
H 4.405 3.222 -0.776 -0.2 -1.1 -0.2 0.24
H 2.608 3.375 -0.487 0.2 -0.3 0.0 -0.23
H 4.505 2.491 1.392 -0.1 -0.5 0.6 0.15
C -0.794 2.434 5.480 0.3 1.1 -0.3 -0.67
O -0.925 1.282 4.728 -0.4 -1.7 -0.5 -0.42
H -0.921 2.280 6.551 0.5 -0.2 0.1 0.20
H 0.177 2.783 5.126 0.1 0.8 0.9 0.17
H -1.565 3.149 5.194 0.1 0.3 -0.1 0.29
H -1.865 1.136 4.600 -0.6 -0.5 -0.3 0.30
C -6.835 -3.577 3.008 0.8 -0.2 -1.0 -0.69
O -5.567 -2.916 3.000 -0.5 0.4 1.0 -0.37
H -7.303 -3.407 2.039 -0.4 0.0 0.0 0.27
H -6.640 -4.647 3.074 -0.4 -0.2 0.3 0.27
H -7.496 -3.230 3.802 0.4 0.1 0.0 0.22
H -5.118 -3.132 2.180 0.1 0.2 -0.4 0.36
C -5.904 0.394 -1.129 -1.3 -0.1 0.6 -0.48
O -6.427 -0.335 -2.215 0.7 -1.0 -0.8 -0.55
H -4.826 0.267 -1.024 0.0 0.4 -0.7 -0.07
H -6.275 1.416 -1.204 0.7 0.3 0.2 0.42
H -6.290 -0.022 -0.199 -0.2 0.0 0.3 0.40
H -7.298 -0.055 -2.508 0.1 0.3 0.4 0.29
C -2.760 -6.727 -2.899 -0.8 0.3 1.4 -0.72
O -2.823 -6.003 -1.628 0.3 -1.1 -1.0 -0.54
H -2.849 -6.147 -3.818 -0.1 0.5 0.2 0.26
H -1.864 -7.337 -3.011 0.1 0.0 0.4 0.26
H -3.636 -7.369 -2.815 0.2 -0.3 -0.5 0.29
H -2.701 -5.056 -1.729 0.5 0.0 -0.2 0.47
C -3.906 -3.264 -2.479 -0.5 0.4 -0.6 -0.86
O -2.585 -3.376 -1.879 -1.4 0.5 -0.2 -0.06
H -3.859 -3.257 -3.568 0.4 -0.2 -0.1 0.31
H -4.587 -4.064 -2.189 0.6 -0.2 0.4 0.41
H -4.424 -2.332 -2.250 0.3 0.2 0.5 0.20
H -2.208 -2.497 -1.961 0.4 0.1 0.0 0.00
C -2.834 -3.856 1.643 -1.4 0.2 0.4 -0.41
O -3.753 -3.087 0.860 0.6 0.2 -0.7 -0.45
H -3.608 -4.476 2.096 1.0 -0.7 0.8 0.40
H -2.083 -4.450 1.123 -0.3 0.1 -0.4 0.25
H -2.353 -3.197 2.367 0.1 -0.2 0.2 -0.01
H -3.270 -2.684 0.135 0.0 0.1 -0.2 0.09
C -4.318 1.613 3.017 0.4 0.2 -0.5 -0.35
O -3.668 1.104 4.180 0.0 0.0 0.2 -0.52
H -4.551 0.765 2.373 -0.4 0.2 -0.2 0.30
H -5.177 2.236 3.264 -0.2 -0.3 0.0 0.34
H -3.621 2.247 2.468 0.1 0.0 0.2 -0.11
H -4.161 0.313 4.412 0.0 0.1 0.2 0.19
C 4.634 0.921 3.842 1.4 -0.7 1.2 -0.90
O 3.407 1.542 3.562 0.2 0.0 -0.8 -0.02
H 5.157 0.450 3.009 -0.8 0.0 -0.4 0.17
H 5.360 1.617 4.263 -0.1 0.4 0.0 0.39
H 4.450 0.186 4.626 0.3 -0.4 -0.1 0.32
H 3.227 2.088 4.330 -0.7 0.3 -0.2 0.16
C -4.150 4.064 -0.060 1.4 -0.6 0.4 0.05
O -4.500 5.195 0.628 -2.5 1.4 0.4 -0.63
H -3.538 4.357 -0.913 0.0 -0.6 -0.5 0.30
H -3.555 3.441 0.608 0.4 -0.4 -0.2 -0.17
H -5.002 3.439 -0.329 -0.3 0.5 -0.2 0.06
H -3.763 5.648 1.043 0.4 -0.7 0.1 0.51
C -3.625 1.673 -4.050 1.0 -0.6 0.7 0.03
O -4.088 2.329 -5.173 -0.9 0.9 -1.4 -0.58
H -3.924 2.210 -3.150 0.0 0.0 0.0 0.02
H -3.981 0.644 -4.007 -0.1 -0.1 0.2 0.19
H -2.538 1.654 -4.120 0.2 -0.2 0.6 0.06
H -3.463 2.185 -5.887 -0.2 0.0 0.0 0.32
C 2.451 1.260 -5.241 0.2 -0.1 -0.5 -0.44
O 3.250 1.948 -6.215 0.2 -0.2 0.4 -0.53
H 3.001 0.486 -4.707 0.3 0.0 0.2 0.18
H 2.096 1.992 -4.514 -0.2 -0.1 -0.2 0.13
H 1.664 0.736 -5.783 -0.5 0.2 0.4 0.39
H 3.652 1.262 -6.754 0.1 0.1 -0.2 0.29
```
Positions in Å, forces in eV/Å.

## Properties
Lowest unoccupied orbital energy (spin up / spin down) (eV): -1.79 / -0.91
Spin multiplicity: 3
Gap between HOMO and LUMO (spin up / spin down) (hartree): 0.2086 / 0.2737
⟨S²⟩: 2.28

=====

Let's list ΔE to the lowest compared entry with this formula, charge and spin in order: 1098.1, 51.5 kcal/mol.
Let's list E in order: -64187.657, -143863.952 eV.